## A
{"formula": "C3H11N2O", "method": "ωB97M-V/def2-TZVPD", "elements": ["C", "N", "C", "H", "H", "H", "H", "H", "H", "H", "H", "C", "N", "O", "H", "H", "H"], "positions_angstrom": [[0.459, -0.261, -0.587], [1.520, -0.282, -1.654], [2.049, 1.102, -1.909], [0.129, -1.309, -0.440], [0.931, 0.149, 0.340], [-0.331, 0.394, -0.958], [1.093, -0.588, -2.527], [2.276, -0.920, -1.390], [1.213, 1.630, -2.342], [2.831, 1.047, -2.673], [2.388, 1.578, -0.949], [-1.459, -0.188, 1.937], [-2.054, -1.006, 0.951], [-0.797, 0.813, 1.752], [-1.664, -0.525, 2.926], [-1.973, -1.984, 1.278], [-3.069, -0.880, 0.993]], "e_homo_ev": -13.661, "total_charge": 1, "orbital_gap_ev": 10.2}

## B
{"formula": "C3H11N2O", "method": "ωB97M-V/def2-TZVPD", "elements": ["C", "N", "H", "H", "H", "H", "H", "H", "C", "C", "O", "N", "H", "H", "H", "H", "H"], "positions_angstrom": [[2.234, -1.675, 0.038], [1.257, -1.068, 1.001], [0.993, -1.755, 1.704], [1.595, -0.210, 1.440], [0.405, -0.770, 0.474], [3.100, -1.861, 0.677], [2.434, -1.114, -0.866], [1.871, -2.635, -0.313], [-2.628, 1.084, -0.342], [-1.168, 0.861, -0.572], [-0.783, -0.246, -0.945], [-0.205, 1.813, -0.268], [-3.142, 1.150, -1.284], [-2.944, 1.833, 0.399], [0.593, 1.707, -0.881], [-0.552, 2.765, -0.245], [-3.060, 0.123, -0.018]], "e_homo_ev": -14.167, "total_charge": 1, "orbital_gap_ev": 10.8}

## C
{"formula": "C3H11N2O", "method": "ωB97M-V/def2-TZVPD", "elements": ["C", "C", "O", "N", "H", "H", "H", "H", "H", "C", "N", "H", "H", "H", "H", "H", "H"], "positions_angstrom": [[0.177, 2.590, 0.149], [0.749, 1.174, 0.267], [-0.024, 0.314, 0.625], [2.074, 0.859, 0.314], [-0.914, 2.463, 0.013], [0.470, 3.121, -0.821], [2.240, -0.127, 0.223], [2.852, 1.473, 0.205], [0.444, 3.108, 1.200], [-0.672, -1.906, -0.957], [-1.401, -1.915, 0.422], [-2.394, -2.311, 0.373], [-0.803, -2.513, 1.042], [-1.244, -1.056, 0.871], [-0.738, -2.852, -1.509], [0.372, -1.401, -0.869], [-1.189, -1.021, -1.548]], "e_homo_ev": -14.013, "total_charge": 1, "orbital_gap_ev": 10.8}

Energetically preferred structure: B | next structure: +0.903 eV

## A
{"formula": "C2H3NO3", "method": "ωB97M-V/def2-TZVPD", "elements": ["O", "C", "O", "O", "H", "H", "C", "N", "H"], "positions_angstrom": [[-0.112, 1.530, 1.995], [0.060, 0.493, 1.435], [-0.132, 0.294, 0.142], [0.352, -0.668, 2.062], [0.089, -0.637, -0.183], [0.428, -0.524, 3.016], [-0.193, -0.205, -2.716], [-0.443, 0.910, -2.670], [-0.049, -1.193, -3.081]], "e_homo_ev": -11.142, "orbital_gap_ev": 11.4}

## B
{"formula": "C2H3NO3", "method": "ωB97M-V/def2-TZVPD", "elements": ["O", "C", "O", "C", "N", "O", "H", "H", "H"], "positions_angstrom": [[-0.744, 2.194, 0.520], [-0.525, 1.044, 0.357], [-1.364, 0.170, 0.948], [0.673, 0.582, -0.394], [1.015, -0.621, -0.755], [0.096, -1.516, -0.380], [-1.032, -0.745, 0.941], [1.366, 1.336, -0.781], [0.514, -2.444, -0.456]], "e_homo_ev": -10.673, "orbital_gap_ev": 10.7}

## C
{"formula": "C2H3NO3", "method": "ωB97M-V/def2-TZVPD", "elements": ["C", "C", "O", "N", "O", "O", "H", "H", "H"], "positions_angstrom": [[-1.494, 0.764, 0.260], [-0.569, 0.305, -0.550], [0.260, -0.651, 0.419], [1.581, -0.829, 0.094], [2.109, -1.704, 0.701], [1.967, -0.066, -0.742], [-2.303, 1.337, -0.085], [-1.355, 0.656, 1.401], [-0.197, 0.188, -1.498]], "e_homo_ev": -10.873, "orbital_gap_ev": 11.5}

## D
{"formula": "C2H3NO3", "method": "ωB97M-V/def2-TZVPD", "elements": ["C", "O", "O", "H", "H", "N", "C", "O", "H"], "positions_angstrom": [[-0.110, 0.108, -0.914], [-1.344, 0.056, -1.430], [0.241, -0.977, -0.183], [-1.609, 0.927, -1.757], [0.658, 0.497, -1.598], [0.760, -0.317, 2.147], [0.375, -0.058, 1.010], [0.007, 1.035, 0.379], [1.021, -1.271, 2.346]], "e_homo_ev": -10.624, "orbital_gap_ev": 11.1}

Energetically preferred structure: A | next structure: +0.721 eV